ORCA calculation (ωB97M-V/def2-TZVPD) on a molecular structure, C7H14F6NO7S2Si2.

charge: -1
electronic energy: -2831.2828 hartree
gap between HOMO and LUMO: 8.77 eV
LUMO level: 2.36 eV
F_max: 0.79 eV/A
HOMO energy: -0.2358 hartree

```
39
Properties=species:S:1:pos:R:3:mulliken_charge:R:1
C -0.18 -1.35 -1.62 -0.4652
C 0.48 -0.77 -2.63 -0.1882
Si 0.76 1.05 -2.73 0.4698
O 1.07 1.69 -1.23 -0.0764
Si 0.50 3.20 -0.90 0.2291
O -1.12 3.12 -0.63 -0.0930
C -2.02 3.83 -1.47 -0.5185
C -3.40 3.18 -1.45 0.2698
C -3.35 1.66 -1.48 -1.1063
O -4.15 3.70 -2.55 -0.5636
H -0.57 -0.77 -0.79 0.0135
H -0.30 -2.42 -1.57 0.2873
H 0.87 -1.41 -3.42 0.3488
H -0.46 1.69 -3.31 -0.1745
H 1.87 1.38 -3.65 -0.2001
H 0.77 4.07 -2.07 -0.1451
H 1.19 3.72 0.28 -0.1859
H -1.67 3.88 -2.51 0.3866
H -2.09 4.86 -1.13 0.2428
H -3.91 3.50 -0.56 0.2710
H -3.35 1.29 -2.50 0.3462
H -4.24 1.26 -1.00 0.3076
H -2.49 1.26 -0.97 0.1987
H -3.84 3.25 -3.33 0.3389
C 4.33 -3.63 3.62 0.6649
F 5.25 -4.59 3.76 -0.2276
F 4.11 -3.08 4.81 -0.2398
F 4.84 -2.69 2.82 -0.2378
S 2.79 -4.36 2.91 0.9734
O 2.36 -5.32 3.90 -0.6485
O 3.18 -4.87 1.63 -0.6460
N 1.97 -3.01 2.88 -0.2702
S 0.48 -3.01 2.34 0.9204
O -0.48 -3.66 3.18 -0.6541
O 0.35 -3.21 0.92 -0.5854
C 0.18 -1.21 2.57 0.6594
F 1.03 -0.47 1.86 -0.2308
F 0.29 -0.86 3.85 -0.2496
F -1.06 -0.92 2.17 -0.2219
```



ORCA calculation (ωB97M-V/def2-TZVPD) on 2 unconnected molecules or ions with the total composition C7H14FN4.

charge: +1
electronic energy: -593.6128 hartree
gap between HOMO and LUMO: 9.05 eV
LUMO level: -3.77 eV
relative energy (zero: lowest compared OMol25 entry of this formula, charge and spin): 2.621 eV
F_max: 5.74 eV/A
HOMO energy: -0.4713 hartree

```
26
Properties=species:S:1:pos:R:3:mulliken_charge:R:1
C 2.83 -0.99 1.45 0.0683
C 1.04 -0.43 0.49 0.0771
C -1.72 0.89 1.48 -1.3837
C -0.34 -0.50 -2.03 -1.1152
C 3.02 0.62 -0.51 -0.7799
C -1.60 -0.06 0.30 0.1635
C -0.65 0.24 -0.81 0.5280
N 1.88 -1.64 2.02 -0.8071
N 0.71 -1.24 1.48 -0.1108
N 2.33 -0.16 0.46 0.0671
N -3.01 -0.17 -0.34 -0.2431
F -0.64 1.60 -1.00 -0.3472
H 3.81 -0.95 1.83 0.4297
H -1.43 1.99 1.14 0.3234
H -1.05 0.68 2.28 0.3923
H -2.77 1.08 1.77 0.3473
H -1.29 -0.52 -2.63 0.4064
H 0.56 0.06 -2.49 0.3051
H 0.10 -1.54 -1.93 0.2528
H 4.06 0.61 -0.26 0.3742
H 2.91 0.19 -1.57 0.2612
H 2.68 1.76 -0.54 0.2482
H -1.24 -1.08 0.86 0.4111
H -3.74 -0.65 0.22 0.3995
H -2.95 -0.63 -1.24 0.2950
H -3.49 0.83 -0.43 0.4369
```



ORCA calculation (ωB97M-V/def2-TZVPD) on a molecular structure, C7H14I2NO2.

charge: +1
electronic energy: -1075.4176 hartree
gap between HOMO and LUMO: 8.48 eV
LUMO level: -3.42 eV
relative energy (zero: lowest compared OMol25 entry of this formula, charge and spin): 0.000 eV
F_max: 6.06 eV/A
HOMO energy: -0.4370 hartree

```
26
Properties=species:S:1:pos:R:3:mulliken_charge:R:1
C 0.03 1.30 -0.95 0.6581
C -1.54 1.75 1.06 -1.6552
C 1.63 -3.20 -0.29 -1.3956
C 0.58 -1.82 1.63 -0.6530
C -0.83 2.23 -0.23 0.2244
C 1.66 -0.46 -0.51 -0.7324
C 0.70 -2.12 0.18 0.2936
N -2.01 2.58 -1.19 -0.2930
O -0.10 1.16 -2.12 -0.5886
O 0.85 0.63 -0.10 -0.1092
I 3.67 -0.17 0.23 0.1074
I -1.12 -1.97 -0.91 0.1456
H -2.22 2.56 1.38 0.5070
H -2.10 0.83 1.07 0.4176
H -0.80 1.70 1.85 0.3795
H 1.98 -3.22 -1.30 0.4217
H 2.55 -3.12 0.23 0.4109
H 1.16 -4.16 0.03 0.3738
H -0.28 -1.06 1.48 0.0945
H 1.30 -1.25 2.32 0.2548
H 0.27 -2.77 2.09 0.3188
H -0.30 3.22 -0.06 0.2240
H 1.75 -0.44 -1.63 0.5315
H -2.72 2.00 -0.83 0.3504
H -1.67 2.26 -2.14 0.3689
H -2.42 3.52 -1.27 0.3445
```



ORCA calculation (ωB97M-V/def2-TZVPD) on a gas-phase ion, C7H14N (charge +1).

charge: +1
electronic energy: -329.4652 hartree
gap between HOMO and LUMO: 9.08 eV
LUMO level: -3.55 eV
relative energy (zero: lowest compared OMol25 entry of this formula, charge and spin): 3.874 eV
F_max: 5.37 eV/A
HOMO energy: -0.4641 hartree

```
22
Properties=species:S:1:pos:R:3:mulliken_charge:R:1
C -0.78 -0.18 0.87 0.3929
C -0.75 -1.29 1.62 -0.1782
C -1.44 1.07 0.60 -0.9155
C 0.46 0.70 -0.72 0.3725
C 0.10 -2.51 1.40 -0.9684
C 0.54 -0.34 -1.88 -1.4811
C 1.65 1.46 -0.20 -1.3191
N -0.84 1.46 -0.73 -0.0090
H -1.55 -1.17 2.33 0.3521
H -2.55 0.97 0.50 0.4107
H -1.20 1.71 1.40 0.3074
H -0.48 -3.13 0.62 0.2284
H 0.32 -3.19 2.21 0.3740
H 1.03 -2.08 1.16 0.2704
H 0.58 0.15 -2.75 0.4973
H -0.29 -1.06 -1.77 0.3593
H 1.44 -0.98 -1.78 0.3973
H 1.65 1.99 0.71 0.3650
H 1.84 2.21 -0.99 0.3909
H 2.53 0.77 -0.28 0.3580
H -1.52 0.95 -1.34 0.4298
H -0.74 2.48 -0.98 0.3655
```



ORCA calculation (ωB97M-V/def2-TZVPD) on 2 unconnected molecules or ions with the total composition C7H14N2.

charge: 0
electronic energy: -384.5305 hartree
gap between HOMO and LUMO: 9.37 eV
LUMO level: 0.87 eV
relative energy (zero: lowest compared OMol25 entry of this formula, charge and spin): 2.759 eV
F_max: 9.69 eV/A
HOMO energy: -0.3124 hartree

```
23
Properties=species:S:1:pos:R:3:mulliken_charge:R:1
C -2.16 -0.56 3.65 -1.0244
C -0.95 -0.01 3.01 0.4422
C -0.27 1.22 3.12 -0.4144
N 0.47 1.34 1.92 0.0072
C 0.39 0.09 1.20 -0.2150
N -0.47 -0.66 1.82 -0.5569
H -2.46 -1.68 3.71 0.2788
H -2.98 -0.07 3.33 0.3112
H -2.18 -0.04 4.67 0.2746
H -0.21 1.96 3.89 0.3956
H 1.01 2.01 1.76 0.0017
H 0.97 -0.05 0.36 0.4955
C 1.82 -1.03 -2.62 -1.0363
C 0.24 -0.75 -2.79 -0.1971
C 0.23 0.67 -3.42 -1.2253
H 1.91 -1.70 -1.59 0.2169
H 2.35 -0.17 -2.46 0.3438
H 2.26 -1.47 -3.60 0.3301
H -0.12 -1.48 -3.48 0.2701
H -0.18 -0.73 -1.77 0.2526
H 0.69 1.50 -2.88 0.3587
H 0.49 0.57 -4.41 0.3717
H -0.82 1.05 -3.41 0.3186
```



ORCA calculation (ωB97M-V/def2-TZVPD) on 2 unconnected molecules or ions with the total composition C7H14N2.

charge: 0
electronic energy: -384.5640 hartree
gap between HOMO and LUMO: 9.40 eV
LUMO level: 0.85 eV
relative energy (zero: lowest compared OMol25 entry of this formula, charge and spin): 1.848 eV
F_max: 4.15 eV/A
HOMO energy: -0.3141 hartree

```
23
Properties=species:S:1:pos:R:3:mulliken_charge:R:1
C 0.48 0.88 -1.46 -1.1047
C -0.82 0.43 -1.01 0.8151
C -1.64 1.07 -0.08 -0.6030
N -2.79 0.23 -0.03 -0.1107
C -2.47 -0.93 -0.69 -0.2584
N -1.29 -0.77 -1.41 -0.5945
H 0.70 1.14 -2.53 0.3457
H 1.24 0.03 -1.34 0.1485
H 0.82 1.79 -1.11 0.4197
H -1.61 2.11 0.35 0.3493
H -3.44 0.44 0.74 0.2438
H -3.32 -1.59 -0.80 0.3655
C 2.89 0.80 1.28 -1.0167
C 2.85 -0.68 1.31 -0.2991
C 1.38 -1.16 1.34 -1.0507
H 2.97 0.97 2.34 0.3362
H 1.83 1.10 1.14 0.1636
H 3.51 1.29 0.59 0.3418
H 3.41 -1.10 0.47 0.2999
H 3.43 -1.13 2.10 0.3813
H 0.82 -0.41 1.85 0.3402
H 0.94 -1.18 0.41 0.1721
H 1.25 -2.23 1.76 0.3151
```



ORCA calculation (ωB97M-V/def2-TZVPD) on 2 unconnected molecules or ions with the total composition C7H14N2.

charge: 0
electronic energy: -384.6167 hartree
gap between HOMO and LUMO: 9.55 eV
LUMO level: 0.88 eV
relative energy (zero: lowest compared OMol25 entry of this formula, charge and spin): 0.414 eV
F_max: 1.68 eV/A
HOMO energy: -0.3187 hartree

```
23
Properties=species:S:1:pos:R:3:mulliken_charge:R:1
C -0.01 0.82 -1.71 -1.0148
C -1.36 0.41 -1.26 0.7422
C -2.18 1.03 -0.37 -0.6892
N -3.27 0.20 -0.25 -0.1016
C -3.02 -0.90 -1.00 -0.2213
N -1.90 -0.80 -1.64 -0.5896
H 0.14 1.04 -2.77 0.3470
H 0.70 0.01 -1.54 0.1839
H 0.37 1.76 -1.28 0.3016
H -2.13 2.01 0.08 0.4214
H -3.93 0.32 0.50 0.2183
H -3.79 -1.65 -1.10 0.4173
C 2.45 0.78 1.09 -0.9564
C 2.38 -0.77 1.07 -0.2905
C 0.92 -1.25 1.15 -0.9844
H 2.60 1.02 2.15 0.3211
H 1.43 1.12 0.91 0.1657
H 3.14 1.26 0.40 0.3051
H 2.88 -1.19 0.20 0.2977
H 2.96 -1.21 1.89 0.3445
H 0.35 -0.51 1.73 0.2785
H 0.45 -1.27 0.16 0.1163
H 0.81 -2.24 1.57 0.3869
```



ORCA calculation (ωB97M-V/def2-TZVPD) on 2 unconnected molecules or ions with the total composition C7H14N2.

charge: 0
electronic energy: -384.4964 hartree
gap between HOMO and LUMO: 9.09 eV
LUMO level: 0.85 eV
relative energy (zero: lowest compared OMol25 entry of this formula, charge and spin): 3.688 eV
F_max: 3.63 eV/A
HOMO energy: -0.3025 hartree

```
23
Properties=species:S:1:pos:R:3:mulliken_charge:R:1
C -2.04 2.01 0.49 -0.0940
C -1.07 1.33 0.72 -0.5945
N 0.19 0.85 1.25 0.2401
C 0.15 -0.12 2.32 -0.8925
C 1.36 1.67 1.04 -0.9274
H -2.97 2.45 0.19 0.4610
H 1.07 -0.11 2.92 0.2980
H -0.70 0.07 2.99 0.3416
H 0.03 -1.12 1.91 0.2409
H 1.67 1.61 -0.01 0.2723
H 2.20 1.35 1.66 0.3083
H 1.15 2.73 1.26 0.3455
C -0.71 -0.38 -2.55 -1.2513
C -0.47 -1.10 -1.25 0.9482
C 1.02 -1.59 -1.00 -1.2561
N -1.46 -1.70 -0.68 -0.6828
H -1.60 0.24 -2.47 0.3177
H 0.15 0.24 -2.80 0.3301
H -0.87 -1.11 -3.35 0.3277
H 1.70 -1.08 -1.68 0.3153
H 1.32 -1.37 0.02 0.2857
H 1.04 -2.67 -1.14 0.3857
H -1.16 -2.18 0.17 0.2806
```



ORCA calculation (ωB97M-V/def2-TZVPD) on a gas-phase ion, C7H14N2 (charge +2).

charge: +2
electronic energy: -383.8553 hartree
gap between HOMO and LUMO (spin up / spin down): 5.52 / 5.43 eV
LUMO level (spin up / spin down): -9.88 / -9.96 eV
relative energy (zero: lowest compared OMol25 entry of this formula, charge and spin): 2.814 eV
F_max: 1.49 eV/A
HOMO energy (spin up / spin down): -0.5663 / -0.5659 hartree

```
23
Properties=species:S:1:pos:R:3:mulliken_charge:R:1
C 2.68 1.03 -0.98 -0.1707
C 1.72 -1.08 -0.29 -0.0054
C -0.51 0.00 -0.01 -0.3210
C -4.20 0.78 0.77 -1.2046
C 4.07 -0.74 -0.38 -0.9487
C -1.92 -0.27 0.34 -0.2131
C -2.84 0.85 0.37 0.0349
N 0.39 -0.96 -0.09 -0.0496
N 2.73 -0.19 -0.56 0.0833
H 1.75 1.53 -1.18 0.1688
H 2.06 -2.10 -0.18 0.2837
H -0.21 1.03 -0.18 0.1402
H -4.85 1.21 -0.01 0.4109
H -4.40 1.50 1.58 0.4097
H -4.56 -0.21 1.06 0.3586
H 4.64 -0.66 -1.31 0.3956
H 4.06 -1.79 -0.07 0.3120
H 4.59 -0.17 0.39 0.3829
H -2.36 -1.02 -0.34 0.4528
H -1.99 -0.80 1.31 0.4521
H -2.47 1.83 0.07 0.4060
H 3.60 1.58 -1.15 0.3351
H 0.00 -1.89 0.08 0.2866
```



ORCA calculation (ωB97M-V/def2-TZVPD) on a single C7H14N2O2 molecule.

charge: 0
electronic energy: -534.9382 hartree
gap between HOMO and LUMO: 9.97 eV
LUMO level: 0.75 eV
relative energy (zero: lowest compared OMol25 entry of this formula, charge and spin): 4.371 eV
F_max: 4.41 eV/A
HOMO energy: -0.3388 hartree

```
25
Properties=species:S:1:pos:R:3:mulliken_charge:R:1
C 0.15 1.20 2.47 -0.8824
C 1.25 1.46 1.42 -0.2524
C 1.83 0.23 0.74 -0.7919
C 0.92 -0.68 0.04 -0.9000
N 0.32 -0.10 -1.15 1.0183
C -1.01 0.44 -1.12 -1.0787
C -2.21 -0.44 -0.85 0.7653
C -2.01 -1.76 -1.53 -0.8987
O -3.11 -0.17 -0.14 -0.5354
N 0.95 -0.29 -2.28 -0.2581
O 1.95 -0.91 -2.25 -0.4687
H -0.98 1.10 1.99 0.1642
H 0.25 0.11 3.06 0.2315
H 0.18 2.13 3.30 0.2969
H 1.07 2.33 0.64 0.2661
H 2.22 1.74 2.08 0.2587
H 2.49 -0.39 1.36 0.3945
H 2.52 0.59 -0.07 0.2816
H 0.00 -1.06 0.61 0.4276
H 1.52 -1.60 -0.30 0.4018
H -1.38 0.78 -2.16 0.4920
H -1.23 1.40 -0.50 0.2138
H -2.97 -2.15 -1.77 0.3588
H -1.32 -2.58 -1.07 0.2207
H -1.40 -1.37 -2.51 0.2744
```